Formula: C18H48N2O7
Source: the Open Molecules 2025 dataset
Level of theory: the ωB97M-V functional and the def2-TZVPD basis

Atoms and positions in Å:
C (-6.9537, 13.9502, 13.9613)
C (-6.4007, 12.9050, 14.9558)
C (-6.2183, 13.6721, 16.3040)
C (-7.5237, 13.7663, 17.1545)
C (-8.1050, 12.3367, 17.3268)
C (-8.3530, 11.4276, 16.0575)
N (-7.1987, 11.6600, 15.0921)
O (-7.1926, 10.8655, 13.9755)
C (-8.4078, 9.9902, 16.5323)
C (-9.6804, 12.0091, 15.4314)
C (-4.9375, 12.4725, 14.5453)
H (-6.2322, 14.7175, 13.6806)
H (-7.8529, 14.4348, 14.3419)
H (-7.2143, 13.4304, 13.0393)
H (-5.4843, 13.1264, 16.8970)
H (-5.8673, 14.6735, 16.0549)
H (-8.2320, 14.3738, 16.5912)
H (-7.3786, 14.1581, 18.1612)
H (-9.0490, 12.5239, 17.8387)
H (-7.4637, 11.8473, 18.0598)
H (-7.3860, 9.6382, 16.6744)
H (-8.9953, 9.7256, 17.4115)
H (-8.8283, 9.4523, 15.6827)
H (-9.5605, 13.0624, 15.1778)
H (-10.0609, 11.4601, 14.5700)
H (-10.4992, 11.8475, 16.1325)
H (-4.4796, 11.7793, 15.2509)
H (-4.2741, 13.3373, 14.5529)
H (-4.9596, 11.9593, 13.5839)
H (-6.6500, 10.1198, 14.2424)
C (-10.3051, 11.8308, 11.6986)
C (-9.5786, 11.7507, 10.2818)
C (-8.6064, 10.6413, 10.4336)
C (-8.0147, 10.1247, 9.1166)
C (-9.1200, 9.5940, 8.2978)
C (-10.1964, 10.6840, 7.8702)
N (-10.5081, 11.3974, 9.1462)
O (-11.4102, 12.4417, 8.9995)
C (-9.6401, 11.5576, 6.7143)
C (-11.4163, 9.8886, 7.3526)
C (-8.7928, 13.1114, 10.0649)
H (-9.5190, 11.8739, 12.4525)
H (-10.8589, 10.8949, 11.7727)
H (-10.9487, 12.7074, 11.6244)
H (-7.8488, 10.8851, 11.1783)
H (-9.1541, 9.7569, 10.7591)
H (-7.1430, 9.5073, 9.3337)
H (-7.5283, 10.9857, 8.6581)
H (-9.6157, 8.7055, 8.6891)
H (-8.6961, 9.1756, 7.3850)
H (-8.8359, 12.2179, 7.0388)
H (-9.2056, 10.9594, 5.9134)
H (-10.3564, 12.2965, 6.3550)
H (-11.2460, 9.1063, 6.6130)
H (-11.7717, 9.2746, 8.1801)
H (-12.2247, 10.5430, 7.0265)
H (-8.5125, 13.2388, 9.0193)
H (-7.8504, 13.1933, 10.6064)
H (-9.4799, 13.9514, 10.1663)
H (-10.9006, 13.0657, 8.4775)
O (-9.9284, 6.4903, 11.8335)
H (-9.5657, 6.2016, 10.9960)
H (-10.5610, 7.1695, 11.5997)
O (-5.3197, 8.4391, 14.2483)
H (-6.0662, 8.3128, 13.6625)
H (-4.8454, 7.6083, 14.2150)
O (-6.4530, 6.2187, 11.4089)
H (-6.5512, 5.4947, 12.0273)
H (-7.0634, 6.8862, 11.7221)
O (-9.9741, 4.9572, 14.2921)
H (-9.9117, 5.6172, 13.6017)
H (-9.2226, 4.3832, 14.1441)
O (-7.8161, 8.1807, 12.8476)
H (-8.1464, 9.0731, 12.7437)
H (-8.5841, 7.6240, 12.7189)

## Properties
**Spin multiplicity**: 1
**SMILES**: CC1(C)CCCC(C)(C)N1O.CC1(C)CCCC(C)(C)N1O.O.O.O.O.O
**Electronic energy**: -36754.0005 eV
**Gap between HOMO and LUMO**: 7.8 eV
**E_HOMO**: -7.85 eV
**ΔE to the lowest compared entry with this formula, charge and spin**: 148.5 kJ/mol